# C5H16N3

A cluster of 2 separate species, C5H16N3 in total (wB97M-V/def2-TZVPD, the Open Molecules 2025 dataset).

```
24
C5H16N3 (wB97M-V/def2-TZVPD)
C 0.7242 1.4279 -1.5886
C -0.9116 1.4463 1.4838
C -0.2447 -0.7522 2.2866
C 0.5851 -0.0663 -1.4556
C -1.3787 -0.5078 0.1881
N 2.1136 -0.6890 -1.6328
N -1.4462 -1.8089 -0.1556
N -1.0539 -0.0274 1.4032
H 0.2138 1.8253 -0.7056
H 1.7402 1.8345 -1.5397
H 0.1290 1.8586 -2.3803
H -0.9587 2.0020 0.5486
H -1.8048 1.7292 2.0786
H -0.0281 1.7412 2.0426
H 0.0978 -0.0330 3.1555
H -0.9222 -1.4020 2.8417
H 0.6178 -1.2482 1.8787
H 0.0616 -0.6518 -2.2745
H -1.8046 0.2794 -0.3592
H 2.6626 0.1417 -1.5761
H 2.3736 -1.4905 -1.0148
H -1.2917 -2.5568 0.5140
H -1.6796 -2.0508 -1.1473
H 2.2053 -1.0014 -2.5913
```

For the highest occupied orbital energy, the calculation gives -10.412 eV. As for the total charge: +1.

Table of Löwdin atomic charges, one value per atom, all in e:
1 C -0.16
2 C -0.02
3 C -0.07
4 C -0.22
5 C -0.17
6 N 0.11
7 N 0.14
8 N -0.19
9 H 0.01
10 H 0.08
11 H 0.07
12 H 0.07
13 H 0.11
14 H 0.10
15 H 0.14
16 H 0.10
17 H 0.09
18 H 0.06
19 H 0.13
20 H 0.09
21 H 0.15
22 H 0.12
23 H 0.15
24 H 0.12

# C5H16N3

A cluster of 2 separate species, C5H16N3 in total (wB97M-V/def2-TZVPD, the Open Molecules 2025 dataset).

```
24
C5H16N3 (wB97M-V/def2-TZVPD)
C -0.5160 1.1191 -2.4014
C -1.9249 0.8222 -2.5070
H -0.0854 0.4439 -1.5926
H 0.1351 1.3356 -3.3055
H -0.5045 2.3021 -2.1187
H -2.4451 0.8061 -3.5331
H -2.4067 1.6889 -1.9310
H -2.2161 -0.2193 -2.2329
C 0.9812 0.1102 2.5138
C 1.7553 0.9807 1.6293
C -0.0006 -1.3297 0.6783
N -0.2670 -0.6212 1.7384
N 1.1271 -2.1476 0.4745
N -1.1255 -1.5156 -0.2751
H 1.5773 -0.8357 2.8468
H 0.4886 0.7238 3.2930
H 2.8046 0.7276 2.1511
H 1.5355 2.1052 1.6317
H -1.1415 -0.3169 2.1182
H 1.7776 -2.2018 1.2582
H 1.6027 -2.0839 -0.4537
H -1.2371 -0.6316 -0.6785
H -1.8389 -2.0106 0.1409
H 1.9244 0.7485 0.5554
```

For the highest occupied orbital energy, the calculation gives -13.819 eV. As for the total charge: +1.

Table of Löwdin atomic charges, one value per atom, all in e:
1 C -0.22
2 C -0.24
3 H 0.05
4 H 0.09
5 H 0.12
6 H 0.11
7 H 0.10
8 H 0.06
9 C -0.16
10 C -0.13
11 C -0.35
12 N 0.14
13 N 0.20
14 N 0.15
15 H 0.14
16 H 0.13
17 H 0.14
18 H 0.11
19 H 0.15
20 H 0.11
21 H 0.15
22 H 0.00
23 H 0.07
24 H 0.08

Short version: gap between HOMO and LUMO = 0.2839, 0.3600 Eh, in the order given.
Short version: LUMO level = -2.7, -4.0 eV, in the order given.